Record 1
Entry from the Open Molecules 2025 dataset: C29H42CsGeN8S2Si3 as an isolated structure in a non-equilibrium geometry (ωB97M-V with the def2-TZVPD basis set).

Results
⟨S²⟩: 0.75
strongest force on any atom: 2.8 eV/Å
gap between HOMO and LUMO (alpha / beta): 5.9 / 6.1 eV
E_HOMO (alpha / beta): -6.68 / -6.85 eV
spin multiplicity: 2
ΔE to the lowest compared entry with this formula, charge and spin: 0.0 kcal/mol
lowest unoccupied orbital energy (alpha / beta): -0.741 / -0.762 eV

The geometry in XYZ format:
```
86
Properties=species:S:1:pos:R:3:mulliken_charge:R:1
H 11.364 5.800 19.428 0.39
H 14.026 14.641 8.826 0.41
C 7.612 12.037 8.428 1.04
S 7.372 11.942 6.065 0.10
C 11.634 7.818 18.558 -0.51
C 7.574 12.953 12.463 -0.63
Cs 9.381 9.977 14.347 1.29
C 11.628 9.280 9.197 -0.69
N 7.460 10.455 6.759 -0.70
H 13.592 9.660 18.635 0.38
N 7.915 9.080 11.399 -0.27
H 11.690 15.747 10.780 0.40
C 15.697 11.601 12.845 -0.98
C 8.005 7.806 11.079 -0.55
C 7.712 9.970 10.419 -0.51
C 11.028 13.206 9.062 -0.49
H 10.454 4.985 17.232 0.44
C 13.741 9.946 14.605 0.01
C 11.773 10.040 17.481 0.35
Si 12.621 9.362 10.817 0.55
N 10.797 8.138 16.343 0.09
C 11.032 13.250 16.338 -0.25
H 11.979 14.625 17.633 0.23
C 11.229 6.469 18.572 -0.72
H 14.880 8.789 11.613 0.19
H 8.276 7.079 11.859 0.39
C 7.452 14.016 11.542 -0.74
N 7.500 12.866 7.431 -0.70
C 7.575 12.389 9.824 0.50
C 7.947 7.343 9.742 -0.63
H 10.135 12.911 9.537 -0.46
S 9.950 13.186 15.009 -0.27
H 11.762 10.239 8.671 0.13
H 11.179 14.837 12.154 0.24
H 7.478 13.116 13.537 0.68
H 14.571 12.826 15.524 0.32
H 9.982 6.353 15.468 0.24
H 12.162 8.024 12.913 0.29
H 12.795 10.072 15.196 -0.49
H 8.034 6.323 9.572 0.54
H 11.886 7.148 11.416 0.36
H 15.862 12.546 12.260 0.22
C 7.613 9.641 9.080 1.22
C 7.488 10.651 8.040 0.29
H 13.626 9.082 13.941 0.09
C 7.677 8.267 8.759 -0.88
H 12.928 11.368 18.822 0.34
C 7.494 13.725 10.197 -0.71
N 11.499 12.298 17.140 -0.66
C 13.070 10.534 18.138 -0.96
C 13.894 13.026 14.654 -0.45
H 12.894 13.176 15.107 -0.33
C 14.053 13.818 9.524 -1.16
N 11.076 10.970 16.883 0.08
H 10.693 8.323 11.911 -0.53
C 11.767 8.119 11.896 -0.36
H 14.392 12.990 8.862 0.30
H 11.335 12.583 8.240 0.46
C 10.685 5.999 17.392 -0.53
H 7.716 7.975 7.712 0.43
H 16.383 11.613 13.704 0.32
H 10.856 14.213 8.639 0.45
C 10.518 6.849 16.323 -0.24
H 14.228 13.961 14.267 0.52
H 14.607 9.940 15.306 0.46
H 10.935 15.328 16.519 0.21
Ge 12.417 11.495 11.732 0.10
C 11.380 8.599 17.453 0.11
C 7.673 11.379 10.782 0.52
H 11.969 8.467 8.542 0.42
C 12.023 14.915 11.430 -1.02
H 10.538 9.178 9.368 -0.06
N 7.648 11.695 12.104 -0.38
H 14.899 9.357 9.913 0.30
H 12.964 15.259 11.882 0.28
H 13.650 10.949 17.354 0.04
H 12.071 8.304 19.401 0.49
Si 12.384 13.478 10.321 0.23
H 14.368 7.741 10.332 0.46
N 11.476 14.503 16.745 -0.34
H 7.358 14.515 9.487 0.55
H 14.874 14.026 10.212 0.30
H 7.281 15.029 11.956 0.40
Si 13.949 11.477 13.534 -0.11
C 14.367 8.740 10.623 -1.11
H 15.926 10.821 12.119 0.26
```

Record 2
Entry from the Open Molecules 2025 dataset: C29H42GaIN6O2P as an isolated structure (ωB97M-V with the def2-TZVPD basis set).

Results
charge: +1
strongest force on any atom: 0.5 eV/Å
gap between HOMO and LUMO: 7.2 eV
E_HOMO: -10.93 eV
lowest unoccupied orbital energy: -3.777 eV

The geometry in XYZ format:
```
82
Properties=species:S:1:pos:R:3:mulliken_charge:R:1
H -3.701 -3.329 2.675 0.51
N -0.338 0.107 1.561 0.16
H -0.719 3.730 4.739 0.39
C 3.594 -0.985 1.929 -0.83
H 2.607 -1.348 5.046 0.44
C -0.941 0.329 -2.532 0.07
C 0.332 -4.907 -0.372 0.54
I -3.075 0.618 -0.444 0.20
P 0.015 -0.341 3.031 -1.52
C -2.279 2.330 -2.802 -0.64
C -0.533 3.356 3.728 -1.07
C -2.341 -1.748 3.170 -0.64
H -0.375 -5.111 -5.018 0.41
C -1.976 1.164 -2.124 0.07
C -0.191 0.691 -3.643 0.09
C 2.311 -1.657 2.403 0.22
H -3.237 2.277 4.670 0.52
C -0.439 -2.454 4.645 -0.51
H -3.017 -1.311 3.914 0.51
H 4.240 0.501 4.992 0.41
N -0.939 -1.572 3.570 1.44
C -0.056 -3.591 -0.746 0.65
H -2.404 -4.137 -4.703 0.33
C -1.844 2.887 3.101 -0.29
C -1.596 -3.187 5.303 -1.07
H 1.806 -5.010 1.168 0.28
C -2.391 -4.014 4.288 -0.70
H 2.559 -2.583 2.938 0.29
H 4.777 -1.497 3.646 0.28
H 1.264 2.393 4.488 0.21
H 0.328 -3.510 -4.924 0.34
C -0.588 -1.973 -2.527 -0.33
H -1.841 -4.928 4.055 0.35
H -1.224 1.638 5.732 0.54
H -0.097 4.182 3.165 0.46
C -0.297 -3.308 -2.087 0.26
C 2.361 -0.424 4.503 -0.98
O -0.143 -2.665 0.185 -0.22
H 1.757 0.193 5.162 0.50
H 0.100 -1.868 5.393 0.32
H 0.271 -3.178 4.230 0.16
H -2.520 3.728 2.943 0.48
C -1.529 2.672 -3.918 -0.59
H 0.937 2.108 2.777 0.49
C -2.510 1.821 3.994 -0.44
O -1.687 -3.503 -4.800 -0.51
N -0.206 0.921 4.070 0.36
H -1.757 3.584 -4.456 0.40
H 0.567 -6.263 1.249 0.46
H -3.331 -4.327 4.743 0.31
C 0.471 2.199 3.759 -0.81
H 0.643 0.069 -3.948 0.58
N -0.662 -0.886 -1.814 -0.01
C 3.651 0.278 4.099 -0.74
C 0.739 -5.209 1.041 -0.88
H -1.205 -3.823 6.097 0.47
H -2.253 -2.457 5.786 0.33
C 4.453 -0.587 3.127 -0.83
C -1.455 1.080 4.823 -0.95
H 0.107 2.126 -5.197 0.40
H -3.090 2.963 -2.468 0.43
H 4.144 -1.655 1.262 0.39
H 3.397 1.230 3.622 0.22
C -2.661 -3.221 2.988 -0.32
C 0.090 -5.603 -2.562 -1.08
H -2.043 -3.599 2.173 -0.28
H 1.677 -1.940 1.570 -0.43
H 5.357 -0.069 2.802 0.42
C -0.487 1.854 -4.335 -0.80
C -0.452 -4.150 -4.509 -1.01
H 3.322 -0.092 1.356 0.27
H -1.813 0.105 5.145 0.24
H -0.788 -1.856 -3.588 1.01
Ga -0.592 -0.887 0.144 -0.41
N 0.380 -5.867 -1.268 -0.66
H 0.138 -6.448 -3.240 0.35
H -3.057 1.107 3.371 0.07
N 1.578 -0.775 3.313 1.27
H 0.205 -4.589 1.758 0.00
H -2.509 -1.194 2.248 -0.06
C -0.228 -4.359 -3.033 0.80
H -1.620 2.455 2.121 -0.04
```